1.
The following is a DFT calculation (wB97M-V/def2-TZVPD) of a 2-piece molecular cluster, CH2N2S overall in a non-equilibrium geometry.

As for the total energy: -14881.21438 eV. The calculation puts the HOMO energy at -10.026 eV. As for the charge: 0. The calculation puts the strongest force on any atom at 1.38 eV/Å. The calculation puts the energy above the lowest of the compared OMol25 structures with the same formula, charge and spin at 2.366 eV. As for the LUMO energy: -1.61 eV.

```
6
Properties=species:S:1:pos:R:3:forces:R:3
C 2.011 0.062 0.035 0.47 0.10 0.03
N -0.939 -0.171 -0.589 0.59 0.40 -0.76
N 3.022 -0.017 0.589 -1.13 0.06 -0.55
S -2.037 -0.462 0.331 -1.05 -0.31 0.84
H 1.055 0.142 -0.508 0.88 -0.19 0.54
H -3.110 0.446 0.142 0.24 -0.07 -0.09
```
Positions in Å, forces in eV/Å.

2.
The following is a DFT calculation (wB97M-V/def2-TZVPD) of C4H4O4Pb as an isolated structure in a non-equilibrium geometry.

As for the total energy: -17622.50031 eV. The calculation puts the HOMO energy at -16.991 eV. As for the charge: +2. The calculation puts the strongest force on any atom at 13.30 eV/Å. The calculation puts the energy above the lowest of the compared OMol25 structures with the same formula, charge and spin at 7.323 eV. As for the LUMO energy: -10.94 eV.

```
13
Properties=species:S:1:pos:R:3:forces:R:3
O 2.286 -1.221 -1.923 -6.14 2.20 4.46
C 1.445 -0.767 -1.218 10.66 -2.84 -7.11
Pb -0.043 0.003 0.014 -4.12 -3.84 0.05
C -0.574 1.839 -0.693 -1.04 12.56 -3.92
C 0.725 0.172 1.905 6.39 2.74 11.34
O -0.881 2.907 -1.087 0.96 -6.84 2.22
O 1.159 0.281 3.001 -3.45 -1.34 -6.84
C -1.211 -2.655 -0.081 -1.20 0.24 0.23
O -1.883 -1.370 0.044 -2.06 0.45 -1.40
H -0.550 -2.786 0.787 -0.26 -0.05 -0.22
H -0.678 -2.752 -1.023 -0.03 -0.27 -0.11
H -2.105 -3.243 -0.004 0.43 -1.57 -0.14
H -2.184 -1.002 -0.846 -0.14 -1.45 1.45
```
Positions in Å, forces in eV/Å.

3.
The following is a DFT calculation (wB97M-V/def2-TZVPD) of C15H30F5I3NO5P2SiZn as an isolated structure in a non-equilibrium geometry.

As for the total energy: -140509.25982 eV. The calculation puts the HOMO energy at -10.936 eV. As for the charge: +1. The calculation puts the strongest force on any atom at 8.82 eV/Å. As for the LUMO energy: -8.67 eV.

```
63
Properties=species:S:1:pos:R:3:forces:R:3
C -2.419 -2.340 -2.814 -1.95 -0.62 -2.51
C -0.907 -1.865 -2.561 0.39 -1.56 -1.77
I 0.089 -3.916 -2.511 0.24 0.65 -0.46
C -0.368 -1.201 -1.213 0.57 -3.94 -0.65
I -1.646 -2.590 0.029 0.63 1.11 0.89
P -0.354 0.677 -0.815 -0.40 -0.41 3.87
C -0.353 2.581 -0.568 1.40 5.21 1.37
C -1.170 3.629 -1.451 -1.50 2.29 0.54
N -1.739 4.772 -0.568 -0.04 -0.98 -2.39
C -0.704 0.277 1.017 -1.83 0.59 3.40
C 0.200 -0.632 1.962 -0.32 -1.06 4.02
O 1.155 -1.623 1.537 -0.25 -0.27 0.28
Si 1.563 -2.803 2.772 1.16 -0.49 -0.01
C 3.133 -3.777 2.111 0.02 0.37 -0.33
C 2.123 -1.987 4.448 0.07 -0.03 0.38
C 0.183 -4.096 3.152 -1.29 -0.63 0.22
C -2.246 0.852 -1.041 -4.39 -0.23 -0.95
C -3.209 1.685 -0.021 0.51 3.00 5.12
O -3.062 2.364 1.073 0.07 -4.20 -6.64
I -5.373 1.591 -0.624 1.24 -0.15 -0.05
C 1.510 0.775 -0.395 4.48 -0.86 -0.79
P 2.269 1.662 1.100 6.34 3.42 2.23
O 3.424 2.733 0.715 -4.86 -3.74 0.22
O 3.210 0.502 2.076 -1.97 2.60 -0.25
O 1.297 2.521 2.207 0.66 -2.27 -0.24
C 0.145 0.958 -2.642 3.79 -0.05 -3.28
F 0.932 2.236 -2.949 -0.80 -1.44 0.98
F 1.314 0.053 -3.049 -3.89 1.87 1.23
C -0.786 1.121 -3.878 -1.12 0.09 -8.75
F 0.093 0.751 -5.078 -2.42 0.92 3.59
F -1.129 2.534 -4.331 0.82 -3.82 2.40
F -1.991 0.391 -4.213 3.68 2.17 2.35
H -3.310 -1.765 -2.353 1.81 -0.62 -0.48
H -2.621 -2.240 -3.994 0.63 -0.08 2.51
H -2.656 -3.500 -2.644 0.79 2.83 -0.01
H -0.461 -1.564 -3.593 -0.67 0.09 2.11
H 0.708 -1.703 -1.020 -2.51 1.57 -0.24
H -0.625 2.927 0.543 0.31 -1.23 -2.43
H 0.757 3.033 -0.638 -2.21 -1.42 0.14
H -0.446 4.242 -2.184 -0.24 -1.01 0.48
H -2.062 3.342 -2.113 1.66 -0.21 0.92
H -1.146 5.625 -0.667 -0.83 -0.98 0.41
H -2.729 4.974 -0.902 1.81 -0.05 0.79
H -0.823 1.249 1.718 0.53 -1.81 -1.93
H -1.828 -0.100 1.225 2.32 0.43 -0.97
H -0.536 -1.283 2.659 0.91 1.79 -1.48
H 0.766 -0.009 2.818 -1.19 -0.82 -2.16
H 3.537 -4.540 2.929 -0.93 1.59 -1.89
H 3.955 -2.947 1.910 -1.53 -1.94 0.20
H 2.801 -4.324 1.110 1.09 1.01 2.09
H 2.157 -2.870 5.247 -0.10 2.01 -1.60
H 3.223 -1.608 4.266 -2.24 -0.48 0.60
H 1.387 -1.132 4.816 1.76 -1.77 -0.57
H -0.494 -4.376 2.239 1.36 0.51 1.65
H 0.717 -5.098 3.490 -1.14 2.12 -0.48
H -0.550 -3.700 3.999 1.58 -1.03 -1.65
H -2.830 -0.192 -1.027 1.53 1.93 0.05
H -2.635 1.310 -2.040 0.93 -0.77 1.41
H 2.084 -0.274 -0.395 -1.53 1.98 0.45
H 2.201 1.334 -1.197 -1.77 -0.90 1.63
H 3.660 1.068 2.798 -0.84 -1.00 -1.82
H 1.293 2.154 3.145 0.07 0.41 -1.84
Zn 1.322 4.131 -3.624 -0.41 0.28 0.11
```
Positions in Å, forces in eV/Å.

Which of these has the lowest strongest force on any atom?
CH2N2S